Formula: C2H9N2O
Source: the Open Molecules 2025 dataset
Level of theory: ωB97M-V/def2-TZVPD

The geometry in XYZ format:
```
14
Properties=species:S:1:pos:R:3:forces:R:3
O 1.0921 0.5817 -2.0237 0.3 -0.2 -1.0
C 0.7131 0.7825 -0.9251 -0.2 0.1 0.9
C 0.7053 -0.3318 0.1248 0.3 -0.2 -0.5
N 1.3074 -1.5592 -0.5076 -0.1 0.1 0.0
H 0.3158 1.7542 -0.5853 0.1 0.1 0.0
H 1.2719 -0.0565 1.0114 -0.1 0.0 0.1
H -0.3397 -0.5280 0.3727 0.0 -0.2 0.2
H 2.3033 -1.6426 -0.2867 0.1 0.0 0.0
H 0.8554 -2.4271 -0.2015 0.1 0.1 -0.1
H 1.2533 -1.4584 -1.5415 -0.1 0.0 0.2
N -2.1973 1.0608 1.1069 -2.0 2.3 0.6
H -1.8062 1.8866 1.5965 0.7 -0.6 0.0
H -2.9235 0.6086 1.6805 0.4 -0.9 0.1
H -2.5511 1.3293 0.1785 0.4 -0.6 -0.4
```
Positions in Å, forces in eV/Å.

Output
**Energy**: -7226.5093 eV
**Charge**: +2
**M**: 77.1 g/mol
**Spin multiplicity**: 2
**Orbital gap (alpha / beta)**: 11.28 / 4.60 eV